One molecule with the formula C9H9IN2 in a non-equilibrium geometry. Source: OMol25; level of theory: the ωB97M-V functional and the def2-TZVPD basis.

- spin multiplicity = 3
- charge = 0
- highest occupied orbital energy (alpha / beta) (eV) = -7.799 / -8.294
- frontier orbital gap (alpha / beta) (Eh) = 0.29413 / 0.26779
- energy (eV) = -20551.483
- LUMO level (alpha / beta) (hartree) = 0.0075 / -0.0370
- <S²> = 2.07

Last column: Mulliken spin population.
CARTESIAN COORDINATES (ANGSTROEM)
I  -4.8710  -0.8536  0.2641  0.13
N  2.6805  -1.4993  -0.9947  0.37
N  -2.0616  2.2287  -0.8492  0.01
C  -2.9931  1.5586  -0.0967  0.01
C  -3.3888  0.3454  -0.2262  0.77
C  -0.8084  1.9339  -0.9990  0.00
C  -0.4963  0.8339  0.8702  0.28
C  -0.9971  0.7330  2.0515  -0.03
C  1.7228  -0.8733  -0.3534  -0.06
C  0.0231  0.8992  -0.3701  -0.04
C  3.2708  -2.6590  -0.3561  -0.02
C  1.1211  0.2412  -0.9039  0.42
H  -1.8010  0.0569  2.2012  0.03
H  -3.4278  2.3520  0.4914  0.06
H  2.5943  -2.9453  0.5503  0.00
H  1.4875  0.7422  -1.7326  0.01
H  -0.6231  1.3749  2.8030  0.02
H  -0.4371  2.4723  -1.8685  0.00
H  4.2280  -2.1874  0.0797  0.03
H  3.3210  -3.3464  -1.1052  0.01
H  1.4560  -1.4079  0.5441  -0.01